[1]
ORCA calculation (ωB97M-V with the def2-TZVPD basis set) on a molecular structure, CClNO3S2 at a distorted geometry.

XYZ file:
```
8
Properties=species:S:1:pos:R:3:mulliken_charge:R:1
C 0.25 1.85 -0.34 0.593
N -0.49 0.98 -0.66 -0.262
O 0.91 2.63 0.27 -0.603
O 0.86 -1.32 -0.62 -0.468
O 0.55 -0.40 1.69 -0.505
S -1.32 0.57 -1.96 -0.666
S -0.05 -0.97 0.49 0.689
Cl -0.71 -3.34 1.13 -0.779
```

- 2S+1: 1
- HOMO-LUMO gap: 0.2152 hartree
- Total charge: -2

***

[2]
ORCA calculation (ωB97M-V with the def2-TZVPD basis set) on a molecular structure, CClO2P at a distorted geometry.

XYZ file:
```
5
Properties=species:S:1:pos:R:3:mulliken_charge:R:1
C 0.49 -0.17 0.25 0.498
O 1.19 -1.40 0.06 -0.455
O -1.86 0.68 -0.66 -0.355
P -1.18 0.63 0.61 0.381
Cl 1.35 1.27 -0.05 -0.070
```

- 2S+1: 1
- HOMO-LUMO gap: 0.3270 hartree
- Total charge: 0

***

[3]
ORCA calculation (ωB97M-V with the def2-TZVPD basis set) on a single CClO2P molecule at a distorted geometry.

XYZ file:
```
5
Properties=species:S:1:pos:R:3:mulliken_charge:R:1
C -0.03 0.61 -0.36 0.569
O -0.18 1.58 -0.97 -0.230
O -0.13 -2.11 0.47 -0.419
P 0.74 -0.97 0.37 0.324
Cl -0.05 0.69 1.75 -0.243
```

- 2S+1: 1
- HOMO-LUMO gap: 0.3467 hartree
- Total charge: 0